[1]
The following is a DFT calculation (ωB97M-V/def2-TZVPD) of 2 unconnected molecules or ions with the total composition C26H40N.

Structure (XYZ):
```
67
C26H40N | the OMol25 dataset | ωB97M-V/def2-TZVPD
C -4.50 1.89 4.32
C -3.71 0.96 3.45
C -2.95 -0.05 4.04
C -2.22 -0.96 3.26
C -1.46 -2.02 4.01
C -2.21 -0.82 1.86
C -1.44 -1.77 0.95
C -2.07 -3.16 0.90
C 0.07 -1.83 1.24
C 0.78 -0.54 1.25
C 2.01 -0.37 1.93
C 2.51 0.97 2.16
C 1.61 2.12 1.94
C 3.83 1.17 2.56
C 4.66 0.10 2.92
C 6.06 0.36 3.42
C 4.13 -1.19 2.85
C 2.84 -1.46 2.40
C 2.47 -2.91 2.43
C -2.98 0.20 1.27
C -2.98 0.36 -0.23
C -3.71 1.08 2.07
H -4.97 2.65 3.69
H -5.28 1.35 4.85
H -3.88 2.39 5.06
H -2.92 -0.16 5.11
H -1.41 -3.00 3.50
H -0.43 -1.68 4.25
H -1.96 -2.18 4.98
H -1.49 -1.40 -0.08
H -3.09 -3.05 0.51
H -1.52 -3.80 0.21
H -2.13 -3.62 1.88
H 0.19 -2.33 2.21
H 0.49 -2.49 0.46
H 0.29 0.29 0.74
H 2.19 3.06 1.92
H 1.11 2.03 0.96
H 0.80 2.21 2.69
H 4.22 2.19 2.59
H 6.46 -0.54 3.89
H 6.73 0.68 2.61
H 6.05 1.15 4.18
H 4.77 -2.02 3.15
H 3.37 -3.50 2.63
H 1.75 -3.15 3.23
H 2.06 -3.28 1.48
H -3.69 1.14 -0.53
H -1.98 0.69 -0.59
H -3.26 -0.56 -0.77
H -4.29 1.87 1.59
C 0.26 -0.01 -3.12
C 0.96 0.37 -1.80
N 0.31 1.49 -1.09
C 1.05 2.80 -1.16
C 0.77 3.67 -2.41
H 0.19 -1.09 -3.29
H -0.76 0.39 -3.13
H 0.81 0.43 -3.96
H 0.88 -0.46 -1.08
H 2.05 0.53 -1.97
H -0.57 1.67 -1.57
H 0.67 3.38 -0.32
H 2.12 2.57 -1.01
H 1.16 4.71 -2.31
H 1.23 3.25 -3.32
H -0.32 3.75 -2.57
```

Values from the calculation:
- net charge = +1
- orbital gap (eV) = 5.9805
- energy above the lowest of the compared OMol25 structures with the same formula, charge and spin (kJ/mol) = 71.2
- total energy (hartree) = -1069.19347
- multiplicity = 1

---

[2]
The following is a DFT calculation (ωB97M-V/def2-TZVPD) of a molecular structure, C26H40N4P2S3V.

Structure (XYZ):
```
76
C26H40N4P2S3V | the OMol25 dataset | ωB97M-V/def2-TZVPD
V -1.04 -0.09 0.25
C 0.25 0.02 -2.99
P -1.27 -0.56 -2.15
C -2.58 0.08 -3.25
C -1.25 -2.39 -2.45
C -1.32 -3.22 -1.15
P -0.41 -2.41 0.20
C -0.75 -3.43 1.66
C 1.35 -2.73 -0.16
H 0.30 -0.39 -4.00
H 1.14 -0.27 -2.45
H 0.23 1.11 -3.07
H -2.38 -0.23 -4.27
H -2.59 1.17 -3.20
H -3.56 -0.28 -2.96
H -0.33 -2.62 -3.00
H -2.06 -2.65 -3.12
H -0.94 -4.23 -1.31
H -2.35 -3.32 -0.81
H -0.50 -4.47 1.46
H -1.81 -3.35 1.92
H -0.16 -3.08 2.50
H 1.55 -3.80 -0.22
H 1.97 -2.30 0.63
H 1.66 -2.26 -1.10
S 0.13 0.09 2.30
C -0.70 1.57 2.49
N -1.02 2.05 3.65
C -1.75 3.33 3.76
C -2.74 3.41 2.66
N -2.04 3.26 1.36
C -2.55 4.12 0.27
C -3.99 3.84 -0.08
C -4.96 4.80 0.17
C -6.29 4.58 -0.18
C -6.65 3.39 -0.80
C -5.68 2.43 -1.06
C -4.36 2.64 -0.69
C -1.11 2.35 1.23
S -0.33 2.04 -0.28
C -0.76 1.33 4.93
C -2.00 0.64 5.43
C -2.82 1.27 6.37
C -3.98 0.65 6.81
C -4.32 -0.61 6.33
C -3.49 -1.25 5.41
C -2.34 -0.63 4.96
H -1.03 4.15 3.72
H -2.24 3.36 4.72
H -3.25 4.37 2.67
H -3.49 2.62 2.75
H -1.90 4.00 -0.58
H -2.45 5.15 0.62
H -4.68 5.75 0.63
H -7.04 5.34 0.01
H -7.68 3.23 -1.10
H -5.96 1.51 -1.57
H -3.61 1.90 -0.90
H -0.43 2.10 5.63
H 0.06 0.65 4.77
H -2.53 2.23 6.79
H -4.60 1.13 7.56
H -5.21 -1.11 6.70
H -3.74 -2.25 5.06
H -1.69 -1.12 4.25
C -7.07 -1.01 0.64
N -5.76 -0.68 1.22
C -4.62 -0.85 0.58
N -4.69 -1.34 -0.66
S -3.12 -0.49 1.36
H -7.84 -0.64 1.31
H -7.19 -2.09 0.53
H -7.19 -0.51 -0.32
H -5.70 -0.36 2.17
H -5.56 -1.64 -1.08
H -3.84 -1.50 -1.16
```

Values from the calculation:
- net charge = +2
- orbital gap (spin up / spin down) (eV) = 6.8329 / 7.3518
- energy above the lowest of the compared OMol25 structures with the same formula, charge and spin (kJ/mol) = 60.6
- total energy (hartree) = -4054.65957
- multiplicity = 4